1.
C3H6N | ωB97M-V/def2-TZVPD

Positions of all 10 atoms, in Å:
C: 1.4313 0.0794 -0.0184
N: 0.0569 0.1538 -0.1556
C: -1.0251 0.5315 -0.7001
C: -1.2813 -0.3241 0.5071
H: 1.9570 1.0983 -0.0963
H: 1.9572 -0.4165 -0.7652
H: 1.7592 -0.4104 0.9552
H: -1.6313 0.7443 -1.6882
H: -1.5627 -0.0770 1.5847
H: -1.6611 -1.3793 0.3769

* net charge: +1
* 2S+1: 1
* DFT total energy: -4687.553 eV
* energy relative to the best compared isomer or geometry (same formula, charge and spin): 59.12 kcal/mol
* HOMO energy: -0.6135 Ha
* SMILES: C[N+]1=CC1
* LUMO energy: -5.65 eV

***

2.
C3H6N | ωB97M-V/def2-TZVPD

Positions of all 10 atoms, in Å:
C: -1.3730 -0.2700 0.2661
C: -0.2413 0.2805 -0.3192
C: 1.2111 -0.3909 -0.0267
N: 2.3726 -0.0067 0.2366
H: -1.2066 -0.2825 1.3341
H: -2.2841 -0.6329 -0.2760
H: -0.2899 0.4463 -1.4330
H: -0.0004 1.2122 0.1793
H: 1.1224 -1.5085 -0.1163
H: 2.5172 0.9918 0.3172

* net charge: +1
* 2S+1: 1
* DFT total energy: -4686.986 eV
* energy relative to the best compared isomer or geometry (same formula, charge and spin): 72.21 kcal/mol
* HOMO energy (alpha / beta): -0.5727 / -0.5727 Ha
* LUMO energy (alpha / beta): -8.06 / -8.06 eV

***

3.
C3H6N2 | ωB97M-V/def2-TZVPD

Positions of all 11 atoms, in Å:
C: 1.3123 -0.5170 0.0247
N: 1.3517 0.7567 0.0022
C: -0.0960 1.1794 -0.0042
C: -0.9661 -0.1447 0.0184
N: 0.1006 -1.1381 0.0183
H: 2.2251 -1.0772 0.0232
H: -0.3231 1.7866 0.8862
H: -0.2629 1.7937 -0.8672
H: -1.6184 -0.2461 0.8935
H: -1.5938 -0.2526 -0.8760
H: -0.1293 -2.1408 -0.1192

* net charge: 0
* 2S+1: 1
* DFT total energy: -6187.871 eV
* energy relative to the best compared isomer or geometry (same formula, charge and spin): 15.54 kcal/mol
* HOMO energy: -0.3099 Ha
* SMILES: C1=NCCN1
* LUMO energy: 1.04 eV

***

4.
C3H6N2 | ωB97M-V/def2-TZVPD

Positions of all 11 atoms, in Å:
C: -1.4019 -0.2973 0.0162
N: -0.6184 -1.3373 0.0216
C: 0.7925 -0.8796 -0.0456
C: 0.7476 0.6836 0.0646
N: -0.7363 0.8882 0.0234
H: -2.4514 -0.5043 0.0466
H: 1.1823 -1.3141 0.9274
H: 1.3632 -1.1136 -1.0338
H: 1.1126 0.9735 1.0548
H: 1.2844 1.1194 -0.7529
H: -1.2746 1.7816 -0.3223

* net charge: 0
* 2S+1: 1
* DFT total energy: -6187.240 eV
* energy relative to the best compared isomer or geometry (same formula, charge and spin): 30.09 kcal/mol
* HOMO energy: -0.3055 Ha
* SMILES: C1=NCCN1
* LUMO energy: 1.02 eV

***

5.
C3H6N2 | ωB97M-V/def2-TZVPD

Positions of all 11 atoms, in Å:
C: -1.1016 0.2184 -0.6139
N: -0.3050 0.6820 0.5267
C: 0.7253 -0.2439 0.9506
C: 1.4446 -0.7093 -0.2634
N: 1.4660 -0.9067 -1.4087
H: -0.4524 -0.1768 -1.5710
H: -1.7971 1.0552 -0.8306
H: -1.7311 -0.6033 -0.2163
H: 0.0922 1.5994 0.3518
H: 1.3949 0.2154 1.6774
H: 0.2642 -1.1305 1.3974

* net charge: 0
* 2S+1: 1
* DFT total energy: -6187.143 eV
* energy relative to the best compared isomer or geometry (same formula, charge and spin): 32.33 kcal/mol
* HOMO energy: -0.3568 Ha
* SMILES: CNCC#N
* LUMO energy: 0.89 eV

***

6.
C3H6N2 | ωB97M-V/def2-TZVPD

Positions of all 11 atoms, in Å:
C: -1.2735 -1.2615 0.6460
N: -0.5550 -0.2345 0.8634
N: -0.3122 0.5665 -0.2909
C: 1.0703 1.1426 -0.1615
C: 0.9012 -0.0560 -0.9320
H: -1.3866 -1.6778 -0.3532
H: -1.5215 -1.7983 1.5613
H: 1.6653 1.0346 0.7594
H: 1.0132 2.1757 -0.5899
H: 0.7089 -0.0194 -2.0506
H: 1.4030 -0.9894 -0.6495

* net charge: 0
* 2S+1: 1
* DFT total energy: -6185.113 eV
* energy relative to the best compared isomer or geometry (same formula, charge and spin): 79.13 kcal/mol
* HOMO energy: -0.3475 Ha
* SMILES: C=NN1CC1
* LUMO energy: 1.24 eV

***

7.
C3H6N2 | ωB97M-V/def2-TZVPD

Positions of all 11 atoms, in Å:
C: 1.5728 -0.5046 -0.0635
C: 0.9681 0.7900 -0.0932
C: -2.3538 -0.0499 0.2218
H: 0.8242 -1.2637 -0.7420
H: 1.5309 -1.0464 1.1863
H: 2.8426 -0.3953 -0.4106
H: 1.5856 1.5869 0.3198
H: -3.0147 -0.9162 -0.2354
H: -2.6912 0.9222 1.5642
N: -0.2448 1.0274 -0.6390
N: -1.0198 -0.1502 -1.1083

* net charge: 0
* 2S+1: 1
* DFT total energy: -6176.557 eV
* energy relative to the best compared isomer or geometry (same formula, charge and spin): 276.44 kcal/mol
* HOMO energy: -0.3122 Ha
* LUMO energy: -1.09 eV

***

8.
C3H6N2 | ωB97M-V/def2-TZVPD

Positions of all 11 atoms, in Å:
C: -0.8299 -1.4620 0.6686
N: -0.2799 -0.1761 0.2123
C: 1.0436 0.9447 -1.1012
C: 0.2984 1.9282 -0.4164
N: -0.4651 2.3444 0.3571
H: -1.1892 -1.2514 1.6992
H: -0.1465 -2.3120 0.7562
H: -1.7180 -1.7444 0.0943
H: 0.4291 0.0558 0.9043
H: 2.1237 0.9555 -0.8959
H: 0.8298 0.8384 -2.1661

* net charge: 0
* 2S+1: 1
* DFT total energy: -6183.758 eV
* energy relative to the best compared isomer or geometry (same formula, charge and spin): 110.39 kcal/mol
* HOMO energy (alpha / beta): -0.3536 / -0.3361 Ha
* LUMO energy (alpha / beta): -0.73 / -0.41 eV

***

9.
C3H6N2O | ωB97M-V/def2-TZVPD

Positions of all 12 atoms, in Å:
N: -0.7800 0.0684 -1.2788
C: 0.1831 -0.6613 -0.3912
C: 1.4831 0.0059 0.0413
O: 1.0618 -0.1291 1.4337
C: -0.2119 -0.4116 0.9671
N: -1.3592 -0.2543 1.5015
H: -1.6026 0.2674 -0.6763
H: -0.4267 0.9604 -1.6465
H: -1.0934 -0.4908 -2.0720
H: 2.4288 -0.5177 -0.1342
H: 1.6067 1.0763 -0.2023
H: -1.2898 0.0863 2.4577

* net charge: 0
* 2S+1: 1
* DFT total energy: -8232.748 eV
* energy relative to the best compared isomer or geometry (same formula, charge and spin): 91.10 kcal/mol
* HOMO energy: -0.2755 Ha
* LUMO energy: 0.36 eV

***

10.
C3H6N2O | ωB97M-V/def2-TZVPD

Positions of all 12 atoms, in Å:
N: -1.9734 -1.2047 0.7664
C: -1.6357 -0.2161 0.1157
C: -1.3410 0.8833 -0.5462
O: -0.4454 1.8132 -0.0518
H: -1.3944 -2.0242 0.5602
H: -1.8051 1.0687 -1.5110
H: 0.4528 1.5155 -0.2775
C: 1.8209 -0.0919 -0.1565
N: 0.9477 -0.9652 0.1374
H: 2.1016 0.0385 -1.2064
H: 2.3237 0.5471 0.5794
H: 0.7654 -0.9598 1.1454

* net charge: 0
* 2S+1: 1
* DFT total energy: -8232.927 eV
* energy relative to the best compared isomer or geometry (same formula, charge and spin): 86.98 kcal/mol
* HOMO energy: -0.3211 Ha
* SMILES: N=C=CO.C=N
* LUMO energy: 0.71 eV

***

11.
C3H6N2O | ωB97M-V/def2-TZVPD

Positions of all 12 atoms, in Å:
O: -2.2758 -0.7387 0.9280
C: -1.2082 -0.3605 0.4909
N: -0.6876 -0.6020 -0.7758
C: 0.4693 0.2676 -1.0153
C: 0.9895 0.3043 0.4213
N: -0.2502 0.4030 1.1521
H: -1.3584 -0.8057 -1.5026
H: 0.1460 1.2023 -1.5075
H: 1.2391 -0.2132 -1.6110
H: 1.5546 -0.7222 0.5442
H: 1.9547 0.5869 0.7882
H: -0.3780 0.6318 2.1237

* net charge: 0
* 2S+1: 1
* DFT total energy: -8235.468 eV
* energy relative to the best compared isomer or geometry (same formula, charge and spin): 28.37 kcal/mol
* HOMO energy: -0.3448 Ha
* SMILES: O=C1NCCN1
* LUMO energy: 0.88 eV

***

12.
C3H6N2O | ωB97M-V/def2-TZVPD

Positions of all 12 atoms, in Å:
C: -2.2350 0.8519 -0.3480
C: -2.6049 0.2442 0.7150
C: 1.8973 -0.3830 -0.8239
N: 0.4422 -0.9000 0.9393
N: 1.4956 -0.5015 0.5778
O: -1.8263 1.5405 -1.2000
H: -2.5140 0.7330 1.7180
H: -2.8742 -0.8192 0.6960
H: 2.9667 -0.7345 -1.0137
H: 1.2459 -0.7325 -1.5204
H: 1.8860 0.7212 -1.0108
H: 2.1207 -0.0202 1.2705

* net charge: 0
* 2S+1: 1
* DFT total energy: -8231.879 eV
* energy relative to the best compared isomer or geometry (same formula, charge and spin): 111.14 kcal/mol
* HOMO energy: -0.2918 Ha
* LUMO energy: 0.88 eV

***

Question: Number 3 is which compound?
Answer: C3H6N2